Record 1
Formula: C17H23N3O4
Source: OMol25
Level of theory: wB97M-V/def2-TZVPD

Each line ends with the Löwdin charge.
Atoms and positions in Å:
C: 4.56 -3.13 0.85  -0.02
O: 3.82 -4.22 0.24  -0.01
C: 2.62 -4.27 0.14  -0.52
C: 2.21 -5.44 -0.44  0.05
C: 0.75 -5.64 -0.40  -0.03
C: -0.04 -4.59 0.02  -0.12
C: 0.40 -3.39 0.18  -0.18
C: -0.61 -2.35 0.64  -0.23
N: -0.01 -1.25 0.95  0.07
O: -0.78 -0.14 1.24  -0.06
C: -2.33 -0.78 0.97  0.02
C: -2.78 -0.03 -0.10  -0.51
O: -3.34 -0.42 -1.03  0.16
N: -2.49 1.32 -0.07  0.14
C: -2.85 2.22 -1.13  -0.15
C: -1.57 2.75 -1.73  -0.14
N: -0.73 3.23 -0.49  -0.17
C: 0.64 3.09 -1.08  -0.10
C: 1.39 3.63 0.48  -0.16
O: 0.98 4.88 0.77  -0.12
C: -0.20 5.01 1.06  -0.34
C: -0.96 4.74 -0.27  -0.11
C: -2.05 -2.38 0.65  0.01
C: 1.79 -3.32 0.37  0.02
H: 4.21 -2.78 1.77  0.07
H: 5.66 -3.25 0.77  0.10
H: 4.48 -2.21 0.16  0.12
H: 2.67 -6.47 -0.62  0.14
H: 0.37 -6.54 -0.79  0.08
H: -1.16 -4.72 -0.26  0.15
H: -2.87 -0.67 1.68  0.05
H: -1.96 1.71 0.42  -0.04
H: -3.38 3.04 -0.95  0.06
H: -3.41 1.59 -1.88  0.15
H: -0.97 1.95 -1.95  0.07
H: -1.67 3.51 -2.54  0.14
H: 0.77 2.07 -1.01  0.07
H: 1.17 3.78 -1.81  0.14
H: 2.70 3.57 0.42  0.17
H: 1.18 2.88 1.31  0.12
H: -0.45 6.15 1.19  0.17
H: -0.50 4.48 1.77  0.05
H: -2.15 4.79 -0.27  0.14
H: -0.59 5.35 -1.28  0.17
H: -2.30 -2.33 -0.28  0.04
H: -2.44 -3.10 1.49  0.19
H: 2.20 -2.28 0.83  0.17

The frontier orbital gap comes out at 9.0 eV. The value obtained for the HOMO energy is -8.44 eV. As for the molar mass: 333.4 g mol⁻¹. For the relative energy (zero: lowest compared OMol25 entry of this formula, charge and spin), the calculation gives 395.5 kcal/mol. The value obtained for the LUMO energy is 0.6038 eV. As for the SMILES: COc1cccc(C2=NO[C@@H](C(=O)NCCN3CCOCC3)C2)c1.

Record 2
Formula: C21H25ClN8O11PPb
Source: OMol25
Level of theory: wB97M-V/def2-TZVPD

Each line ends with the Löwdin charge.
Atoms and positions in Å:
Pb: -0.33 -0.41 -0.89  1.52
C: 2.91 -0.42 4.39  -0.04
N: 2.64 -0.52 2.97  -0.14
C: 3.58 -0.57 1.98  -0.05
C: 2.90 -0.65 0.80  -0.10
N: 1.56 -0.65 1.06  0.01
C: 1.42 -0.58 2.36  -0.46
P: -0.16 -0.50 3.27  1.16
C: -0.88 0.95 2.45  -0.45
N: -0.86 1.21 1.16  0.02
C: -1.47 2.42 1.00  -0.10
C: -1.86 2.91 2.21  -0.04
N: -1.47 1.97 3.14  -0.13
C: -1.70 2.05 4.57  -0.04
C: -1.09 -1.82 2.43  -0.46
N: -1.24 -1.94 1.13  0.01
C: -2.02 -3.04 0.92  -0.09
C: -2.34 -3.59 2.13  -0.05
N: -1.75 -2.81 3.09  -0.14
C: -1.81 -3.03 4.52  -0.04
H: 3.98 -0.43 4.54  0.09
H: 2.51 0.51 4.80  0.08
H: 2.47 -1.26 4.93  0.08
H: 4.64 -0.54 2.19  0.12
H: 3.28 -0.71 -0.21  0.11
H: -1.60 2.86 0.03  0.10
H: -2.36 3.81 2.49  0.12
H: -2.32 2.92 4.77  0.09
H: -2.22 1.16 4.93  0.08
H: -0.76 2.16 5.11  0.08
H: -2.28 -3.36 -0.07  0.11
H: -2.93 -4.45 2.39  0.11
H: -2.30 -3.98 4.70  0.09
H: -0.80 -3.07 4.94  0.08
H: -2.37 -2.24 5.02  0.08
C: -3.03 2.97 -2.92  -0.02
C: -2.66 1.50 -2.82  -0.54
C: -3.04 0.74 -4.08  -0.01
O: -1.23 1.37 -2.72  -0.13
C: -3.41 0.84 -1.62  -0.65
O: -4.62 1.07 -1.57  0.00
O: -2.74 0.09 -0.84  -0.19
H: -2.45 3.44 -3.72  0.09
H: -2.84 3.50 -1.98  0.08
H: -4.09 3.06 -3.14  0.08
H: -2.60 1.21 -4.95  0.09
H: -4.13 0.72 -4.18  0.09
H: -2.67 -0.29 -4.02  0.09
H: -0.84 2.07 -2.18  0.06
O: 1.06 -3.56 -3.52  -0.37
Cl: 0.37 -3.64 -2.24  0.65
O: 0.07 -5.01 -1.92  -0.33
O: -0.86 -2.86 -2.33  -0.44
O: 1.20 -3.04 -1.21  -0.42
O: 4.87 2.72 -3.18  0.10
C: 4.82 1.56 -3.80  -0.52
O: 5.67 1.20 -4.59  0.06
C: 3.67 0.68 -3.49  -0.06
C: 3.52 -0.58 -4.03  0.00
N: 2.39 -1.10 -3.53  0.04
N: 1.79 -0.27 -2.67  0.03
C: 2.54 0.82 -2.63  -0.15
C: 2.12 1.96 -1.72  -0.57
O: 2.89 2.94 -1.66  0.02
O: 1.04 1.83 -1.09  -0.13
H: 4.06 2.85 -2.57  0.04
H: 4.14 -1.10 -4.74  0.13
H: 2.02 -2.04 -3.63  0.09

The frontier orbital gap comes out at 7.5 eV. As for the net charge: -1. The value obtained for the HOMO energy is -5.78 eV. As for the molar mass: 839.1 g mol⁻¹. For the relative energy (zero: lowest compared OMol25 entry of this formula, charge and spin), the calculation gives 0.0 kcal/mol. The value obtained for the LUMO energy is 1.7427 eV.

Record 3
Formula: C23H15F3N2O6PbS8
Source: OMol25
Level of theory: wB97M-V/def2-TZVPD

Each line ends with the Löwdin charge.
Atoms and positions in Å:
Pb: -0.88 -0.07 -0.78  1.37
O: -7.30 -2.20 -3.73  0.00
C: -6.40 -1.95 -2.99  -0.98
S: -5.09 -3.11 -2.63  1.01
C: -4.23 -2.15 -1.47  -1.18
C: -4.81 -0.80 -1.19  -1.16
S: -4.15 0.28 -0.20  0.76
S: -6.27 -0.43 -2.08  1.01
S: -2.87 -2.71 -0.78  0.69
O: 1.09 -0.63 -0.24  -0.44
C: 2.41 -0.50 -0.68  -0.60
C: 2.65 -1.40 -1.90  -0.46
C: 1.73 -1.86 -2.79  -0.13
C: 2.30 -2.62 -3.84  -0.18
C: 3.65 -2.72 -3.73  -0.41
S: 4.23 -1.90 -2.34  1.08
C: 3.31 -0.94 0.45  -0.52
C: 4.59 -0.57 0.72  -0.15
C: 5.14 -1.28 1.82  -0.18
C: 4.26 -2.16 2.37  -0.41
S: 2.76 -2.14 1.55  1.07
C: 2.69 0.95 -1.06  -0.46
C: 2.81 1.50 -2.30  -0.11
C: 2.91 2.92 -2.27  -0.17
C: 2.87 3.41 -1.00  -0.39
S: 2.74 2.16 0.16  1.07
H: 0.67 -1.68 -2.70  0.07
H: 1.73 -3.07 -4.64  0.10
H: 4.34 -3.24 -4.38  0.06
H: 5.12 0.18 0.15  0.11
H: 6.14 -1.13 2.21  0.10
H: 4.40 -2.80 3.22  0.06
H: 2.80 0.91 -3.21  0.12
H: 3.00 3.54 -3.15  0.10
H: 2.91 4.44 -0.69  0.07
N: -4.22 -1.45 3.98  0.18
C: -3.07 -1.10 4.62  -0.50
O: -2.89 -1.29 5.81  0.08
C: -2.00 -0.47 3.77  -0.10
C: -1.03 0.31 4.39  0.03
C: -0.05 0.90 3.62  0.00
C: -0.06 0.69 2.25  -0.11
N: -0.98 -0.08 1.66  -0.04
C: -1.93 -0.65 2.40  -0.10
H: -4.96 -1.81 4.55  0.12
H: -4.44 -1.08 3.08  0.09
H: -1.07 0.43 5.46  0.13
H: 0.72 1.53 4.05  0.12
H: 0.69 1.12 1.60  0.07
H: -2.63 -1.27 1.86  0.07
F: -1.36 4.59 -2.59  0.15
C: -2.12 3.87 -1.77  -0.67
F: -2.70 2.89 -2.48  0.11
F: -3.08 4.66 -1.28  0.14
S: -1.15 3.14 -0.39  0.46
O: -2.15 2.42 0.38  -0.39
O: -0.47 4.23 0.23  -0.25
O: -0.27 2.19 -1.11  -0.48

The frontier orbital gap comes out at 5.4 eV. The value obtained for the HOMO energy is -8.55 eV. As for the molar mass: 936.1 g mol⁻¹. For the relative energy (zero: lowest compared OMol25 entry of this formula, charge and spin), the calculation gives 4.7 kcal/mol. The value obtained for the LUMO energy is -3.0989 eV.

Record 4
Formula: C5H10N2O
Source: OMol25
Level of theory: wB97M-V/def2-TZVPD

Each line ends with the Löwdin charge.
Atoms and positions in Å:
O: 2.31 0.11 -1.11  0.06
C: 1.19 0.45 -1.25  -0.31
C: 0.14 0.96 -0.34  -0.32
C: -1.21 0.24 -0.57  -0.14
C: -1.02 -1.27 -0.21  -0.20
N: 0.20 -1.43 0.56  -0.12
N: 0.13 -0.53 1.65  -0.06
C: 0.47 0.87 1.13  -0.15
H: 0.80 0.39 -2.45  0.17
H: 0.12 2.02 -0.67  0.16
H: -1.52 0.25 -1.59  0.09
H: -1.97 0.86 0.01  0.13
H: -1.90 -1.58 0.41  0.12
H: -0.94 -1.85 -1.13  0.11
H: 1.07 -1.37 0.07  0.08
H: 0.85 -0.81 2.38  0.13
H: 1.53 1.19 1.49  0.14
H: -0.26 1.51 1.62  0.10

The frontier orbital gap comes out at 9.6 eV. The value obtained for the HOMO energy is -8.69 eV. As for the molar mass: 114.1 g mol⁻¹. For the relative energy (zero: lowest compared OMol25 entry of this formula, charge and spin), the calculation gives 65.0 kcal/mol. The value obtained for the LUMO energy is 0.9142 eV. As for the SMILES: O=C[C@H]1CCNNC1.

Record 5
Formula: C5H34N2O12
Source: OMol25
Level of theory: wB97M-V/def2-TZVPD

Each line ends with the Löwdin spin population.
Atoms and positions in Å:
C: -2.19 1.03 -0.20  0.00
C: -3.13 1.72 -1.20  0.00
C: -1.51 -0.08 -0.97  0.00
N: -1.36 -1.40 -0.59  0.15
C: -2.24 -2.04 0.37  0.12
C: -1.66 -1.75 1.84  0.14
N: -0.24 -1.96 2.01  0.41
O: -0.85 0.27 -1.93  0.07
H: -1.51 1.66 0.29  0.00
H: -2.73 0.63 0.73  0.00
H: -2.49 2.24 -1.85  0.00
H: -3.80 1.02 -1.75  0.00
H: -3.83 2.41 -0.77  0.00
H: -0.81 -1.97 -1.29  0.00
H: -3.17 -1.53 0.41  0.02
H: -2.32 -3.07 0.10  0.00
H: -2.12 -2.58 2.45  0.05
H: -1.97 -0.75 2.17  0.00
H: 0.10 -0.97 2.07  0.01
H: 0.25 -2.67 1.53  0.02
H: 4.06 -1.55 2.45  0.00
H: 3.18 -0.33 2.31  0.00
O: 3.79 -0.77 2.93  0.00
H: 3.13 -3.33 -1.59  0.00
H: 2.85 -1.91 -2.04  0.00
O: 3.62 -2.58 -1.85  0.00
H: 1.97 1.23 -1.22  0.00
H: 2.38 1.77 -2.69  0.00
O: 1.90 1.12 -2.17  0.00
H: -2.28 -1.22 -2.88  0.00
H: -1.43 -1.57 -3.84  0.00
O: -2.29 -1.89 -3.60  0.00
H: -2.52 2.40 3.00  0.00
H: -1.56 1.87 3.68  0.00
O: -1.57 2.45 2.90  0.00
H: 1.96 -2.00 0.66  0.00
H: 3.20 -2.30 -0.18  0.00
O: 2.91 -1.96 0.71  0.00
H: -0.43 1.88 -3.19  0.00
H: 0.48 2.94 -2.65  0.00
O: -0.28 2.87 -3.33  0.00
H: 1.20 2.86 2.91  0.00
H: 2.38 2.66 1.99  0.00
O: 1.45 2.48 1.99  0.00
H: 0.68 -1.13 -4.15  0.00
H: 0.80 -0.64 -2.81  0.00
O: 0.79 -1.47 -3.27  0.00
H: 0.99 -0.02 3.86  0.00
H: 1.61 -0.80 4.71  0.00
O: 1.28 0.09 4.76  0.00
H: 0.53 2.41 -0.09  0.00
H: 1.65 3.44 -0.08  0.00
O: 1.15 2.81 -0.66  0.00

The frontier orbital gap (alpha / beta) comes out at 9.2 / 3.8 eV. Its expectation value of S² is 0.757. As for the net charge: +1. The value obtained for the HOMO energy (alpha / beta) is -12.89 / -12.88 eV. As for the molar mass: 314.3 g mol⁻¹. For the relative energy (zero: lowest compared OMol25 entry of this formula, charge and spin), the calculation gives 88.4 kcal/mol. The value obtained for the LUMO energy (alpha / beta) is -3.6901 / -9.0982 eV. As for the spin multiplicity: 2.

Record 6
Formula: C4H50BO33
Source: OMol25
Level of theory: wB97M-V/def2-TZVPD

Each line ends with the Löwdin charge.
Atoms and positions in Å:
O: -0.38 -2.89 0.16  0.15
C: -0.45 -1.67 0.13  -0.42
O: 0.61 -0.98 0.07  0.29
B: 0.17 0.42 -0.01  -0.83
O: -1.32 0.30 0.04  0.29
C: -1.60 -0.91 0.15  -0.44
O: -2.76 -1.27 -0.02  0.12
O: 0.78 1.12 -1.12  0.32
C: 1.39 2.05 -0.56  -0.39
O: 2.14 2.79 -1.21  0.11
C: 1.30 2.04 0.85  -0.40
O: 0.57 1.07 1.25  0.28
O: 1.92 2.81 1.58  0.10
O: 3.41 4.22 3.62  -0.06
H: 2.50 4.29 3.30  -0.04
H: 3.93 4.75 3.01  0.02
O: 0.19 4.67 -2.50  -0.01
H: -0.39 3.89 -2.59  0.04
H: 0.60 4.64 -1.67  -0.01
O: -1.80 2.71 1.88  -0.03
H: -2.11 2.24 1.11  -0.02
H: -1.85 3.60 1.50  0.04
O: -4.36 -3.77 -1.11  -0.04
H: -4.37 -3.46 -0.20  -0.02
H: -4.85 -3.11 -1.58  0.04
O: 0.78 4.96 3.01  -0.03
H: 0.30 5.73 3.22  0.03
H: 0.79 5.13 2.04  0.08
O: -3.14 0.20 -2.33  -0.04
H: -2.92 -0.37 -1.56  0.00
H: -4.09 0.23 -2.31  0.03
O: 2.81 -2.33 1.42  -0.04
H: 2.40 -2.13 0.58  -0.01
H: 2.12 -2.24 2.07  -0.02
O: -4.20 1.10 0.46  -0.06
H: -3.84 0.23 0.58  -0.01
H: -3.57 1.65 -0.01  -0.03
O: -1.68 -5.29 -1.23  -0.05
H: -1.87 -4.83 -0.39  0.01
H: -1.38 -6.16 -1.00  0.05
O: 3.89 1.21 -3.06  -0.06
H: 2.97 1.14 -3.35  -0.03
H: 3.86 1.76 -2.28  0.00
O: 0.76 2.06 3.89  -0.05
H: 1.24 2.27 3.10  -0.03
H: 1.05 2.78 4.49  0.08
O: -2.91 -4.72 1.19  -0.03
H: -2.71 -3.90 1.58  0.01
H: -2.29 -5.42 1.55  0.10
O: -2.05 -2.73 -2.85  -0.05
H: -2.53 -3.14 -2.11  0.01
H: -2.46 -3.27 -3.56  0.08
O: 0.80 -4.67 -2.11  -0.11
H: -0.16 -4.78 -1.85  -0.01
H: 1.19 -3.87 -1.70  -0.01
O: -0.99 0.09 3.56  -0.06
H: -1.80 0.64 3.64  0.05
H: -0.34 0.76 3.40  -0.05
O: 0.67 -2.42 3.06  -0.01
H: -0.29 -2.33 3.00  0.05
H: 0.81 -2.70 3.94  0.04
O: -5.14 -2.77 1.57  -0.04
H: -4.50 -2.36 2.12  0.02
H: -5.12 -3.73 1.73  0.06
O: 0.00 -1.08 -3.02  -0.02
H: 0.74 -1.61 -2.80  -0.02
H: -0.70 -1.68 -2.77  -0.02
O: -2.77 2.99 -0.86  -0.02
H: -2.14 2.70 -1.55  0.07
H: -3.47 3.38 -1.34  0.06
O: 3.85 0.62 1.53  -0.01
H: 3.21 0.46 2.22  0.03
H: 4.42 1.33 1.84  0.03
O: 3.55 4.52 -2.63  -0.04
H: 3.24 3.94 -1.97  -0.07
H: 2.79 4.51 -3.21  0.02
O: 2.21 -2.42 -2.08  -0.05
H: 2.70 -2.79 -2.85  0.11
H: 2.82 -1.75 -1.76  0.07
O: 1.40 -4.84 0.75  -0.08
H: 1.03 -3.94 0.67  -0.01
H: 0.89 -5.45 0.21  0.01
O: 1.39 1.30 -4.00  -0.03
H: 0.97 0.68 -4.60  0.06
H: 1.10 1.07 -3.13  -0.01
O: 4.50 4.22 0.21  0.00
H: 4.08 3.59 0.77  -0.01
H: 4.42 4.97 0.75  0.01

The frontier orbital gap comes out at 8.9 eV. As for the net charge: -1. The value obtained for the HOMO energy is -7.48 eV. As for the molar mass: 637.2 g mol⁻¹. For the relative energy (zero: lowest compared OMol25 entry of this formula, charge and spin), the calculation gives 8.8 kcal/mol. The value obtained for the LUMO energy is 1.4701 eV.